Molecular formula: C6H5NO
Method: DFT, ωB97M-V/def2-TZVPD

## Properties
* E_LUMO: 0.01856 Eh
* maximum force: 3.1 eV/A
* energy: -361.5264 hartree
* SMILES: N#C[C@]12C[C@H]1CC2=O
* Kohn-Sham gap: 10.83 eV

CARTESIAN COORDINATES (ANGSTROEM)
N (-2.58967, 2.90441, -0.50800)
C (-2.09747, 1.87781, -0.57874)
C (-1.21232, 0.80113, -0.61698)
C (-1.10345, -0.04113, 0.73587)
C (0.05519, 0.63531, 0.11127)
C (0.78448, -0.18373, -1.01625)
C (-0.54465, -0.01599, -1.76023)
O (-0.77959, -0.02758, -2.95404)
H (-1.13415, -1.19035, 0.82627)
H (-1.51657, 0.41133, 1.64886)
H (0.56086, 1.32157, 0.74746)
H (1.40139, -1.00070, -0.75039)
H (1.48601, 0.45354, -1.60939)



Molecular formula: C27H40N11NaS
Method: DFT, ωB97M-V/def2-TZVPD

## Properties
* E_LUMO: -0.19575 Eh
* charge: +2
* maximum force: 1.0 eV/A
* energy: -2215.2310 hartree
* Kohn-Sham gap: 7.64 eV

CARTESIAN COORDINATES (ANGSTROEM)
Na (0.34273, -0.94291, -0.59419)
C (2.00038, -3.48775, 1.03193)
C (0.99570, -3.04392, 2.10052)
N (0.93174, -1.58934, 2.28705)
C (2.03054, -1.01864, 3.06942)
C (3.33907, -0.79587, 2.29368)
S (3.11154, -0.12301, 0.61131)
C (3.96093, -1.35377, -0.41708)
C (3.10284, -2.52723, -0.94704)
N (1.85767, -2.73147, -0.21106)
H (1.86545, -4.56465, 0.88209)
H (3.01596, -3.36087, 1.40429)
H (1.25261, -3.56060, 3.03536)
H (-0.00304, -3.36565, 1.80059)
H (0.06928, -1.39459, 2.78230)
H (2.27117, -1.65066, 3.93509)
H (1.68758, -0.05625, 3.45821)
H (3.90241, -1.71889, 2.19228)
H (3.96822, -0.09441, 2.83990)
H (4.81985, -1.69793, 0.15599)
H (4.34805, -0.78109, -1.25845)
H (3.72810, -3.42826, -0.94595)
H (2.84069, -2.31805, -1.98392)
H (1.21872, -3.21914, -0.82708)
C (-3.61028, 3.92698, -0.69244)
C (-4.53273, 2.94482, -0.34496)
C (-4.13517, 1.62693, -0.22465)
C (-2.79379, 1.28121, -0.43310)
C (-1.87331, 2.26817, -0.77952)
C (-2.28444, 3.58338, -0.92043)
N (-2.29489, -0.03720, -0.32169)
N (-3.18637, -0.90056, -0.32510)
C (-2.85214, -2.25940, -0.27116)
C (-3.94874, -3.10910, -0.12582)
C (-3.74605, -4.47770, -0.14019)
C (-2.45593, -4.94838, -0.31278)
C (-1.42679, -4.02406, -0.43581)
N (-1.60024, -2.70804, -0.40881)
H (-3.92937, 4.95655, -0.79193)
H (-5.56860, 3.20923, -0.18020)
H (-4.84144, 0.85314, 0.03784)
H (-0.84869, 1.97705, -0.95755)
H (-1.57358, 4.34045, -1.23123)
H (-4.93283, -2.67835, -0.01051)
H (-4.57811, -5.16065, -0.03763)
H (-2.25071, -6.00884, -0.35585)
H (-0.40768, -4.37870, -0.55507)
N (0.20615, -0.77336, -4.98095)
C (-0.00266, -2.12615, -4.95920)
C (0.07540, -2.48293, -3.64562)
N (0.32715, -1.38187, -2.87173)
C (0.39648, -0.36099, -3.69952)
C (0.66279, 1.00485, -3.29374)
N (1.17910, 1.35635, -2.13468)
C (1.29029, 2.71962, -2.17337)
C (0.83289, 3.20181, -3.36455)
N (0.43216, 2.10004, -4.06999)
H (0.25921, -0.21548, -5.81621)
H (-0.17608, -2.70166, -5.85133)
H (-0.04610, -3.46305, -3.21449)
H (1.71809, 3.27087, -1.35205)
H (0.76298, 4.19718, -3.76701)
H (-0.00840, 2.12748, -4.97398)
N (0.16774, 4.20016, 3.24481)
C (1.19527, 4.09705, 2.15372)
C (1.57808, 2.63649, 1.97264)
N (0.37425, 1.89128, 1.64745)
C (-0.57238, 1.91088, 2.74475)
C (-1.03348, 3.34516, 2.95839)
H (-0.11362, 5.17270, 3.36710)
H (0.58828, 3.89322, 4.12440)
H (2.05254, 4.71397, 2.41626)
H (0.73274, 4.47002, 1.24129)
H (2.07385, 2.27552, 2.89136)
H (2.29305, 2.54377, 1.15690)
H (0.58502, 0.94524, 1.34657)
H (-0.14390, 1.52793, 3.68862)
H (-1.44202, 1.30337, 2.49572)
H (-1.72996, 3.42403, 3.79120)
H (-1.50123, 3.72452, 2.05061)



It is found that the relative energy (zero: lowest compared OMol25 entry of this formula, charge and spin) values, taken in the order of the records, are 36.3, 0.0 kcal per mole.